The following is a DFT calculation (the ωB97M-V functional and the def2-TZVPD basis) of C22H55N5O7Si2 as an isolated structure.

```
! RIJCOSX wB97M-V def2-TZVPD def2/J DEFGRID3
* xyz 0 1
C 0.309 -0.293 -4.718
C -0.362 -1.675 -4.588
O 0.214 -2.453 -3.525
Si -0.645 -2.374 -2.130
O -0.053 -3.449 -1.034
Si 1.349 -4.341 -1.125
C 2.717 -3.424 -0.241
C 2.817 -3.865 1.233
C 3.725 -3.029 2.167
C 3.049 -2.735 3.536
C 4.215 -1.717 1.535
H 0.746 -0.127 -5.713
H 1.109 -0.183 -3.979
H -0.412 0.515 -4.543
H -0.279 -2.281 -5.501
H -1.443 -1.542 -4.401
H -0.559 -1.009 -1.571
H -2.063 -2.715 -2.387
H 1.089 -5.619 -0.422
H 1.693 -4.629 -2.531
H 3.665 -3.621 -0.767
H 2.513 -2.339 -0.339
H 1.813 -3.925 1.683
H 3.192 -4.903 1.228
H 4.616 -3.641 2.378
H 2.212 -3.418 3.741
H 3.763 -2.846 4.367
H 2.651 -1.708 3.582
H 4.785 -1.149 2.282
H 4.841 -1.865 0.645
H 3.355 -1.086 1.246
C -3.875 0.143 -2.296
O -2.916 0.779 -1.901
N -4.620 0.485 -3.365
C -5.751 -0.304 -3.798
C -4.265 1.691 -4.093
H -4.214 -0.783 -1.807
H -5.607 -0.671 -4.817
H -6.673 0.280 -3.765
H -5.864 -1.160 -3.135
H -3.249 1.624 -4.484
H -4.314 2.563 -3.441
H -4.960 1.820 -4.920
C -0.228 -0.829 2.964
O 0.035 -0.167 3.950
N -1.404 -1.453 2.756
C -1.688 -2.180 1.537
C -2.451 -1.314 3.749
H 0.487 -0.977 2.136
H -2.506 -1.698 0.994
H -1.963 -3.217 1.740
H -0.806 -2.177 0.900
H -2.722 -0.262 3.857
H -2.130 -1.674 4.727
H -3.319 -1.879 3.418
C -0.215 2.977 -2.889
O 0.301 2.811 -3.980
N 0.453 3.392 -1.795
C -0.194 3.535 -0.510
C 1.876 3.674 -1.915
H -1.281 2.768 -2.698
H -0.128 4.564 -0.150
H 0.265 2.880 0.234
H -1.245 3.264 -0.606
H 2.050 4.471 -2.638
H 2.414 2.790 -2.259
H 2.270 3.966 -0.943
C 5.088 2.521 1.141
O 4.783 3.296 0.254
N 6.337 2.382 1.635
C 6.639 1.453 2.702
C 7.395 3.204 1.075
H 4.355 1.853 1.624
H 7.023 1.978 3.579
H 7.374 0.711 2.386
H 5.724 0.935 2.985
H 7.170 4.263 1.201
H 7.509 3.012 0.007
H 8.327 2.970 1.585
C -6.226 0.682 1.638
O -5.875 0.069 0.650
N -5.429 1.510 2.344
C -5.892 2.202 3.527
C -4.059 1.697 1.896
H -7.246 0.611 2.050
H -5.825 3.285 3.400
H -5.303 1.920 4.402
H -6.933 1.941 3.712
H -4.033 2.116 0.890
H -3.540 0.739 1.867
H -3.549 2.367 2.585
*
```

Gap between HOMO and LUMO   0.3449 hartree
Maximum force   0.6 eV/Å
E_tot   -61247.6165 eV
LUMO level   0.6268 eV

---

The following is a DFT calculation (the ωB97M-V functional and the def2-TZVPD basis) of a 9-piece molecular cluster, C22H56F10N9O24S10 overall at a distorted geometry.

```
! RIJCOSX wB97M-V def2-TZVPD def2/J DEFGRID3
* xyz -2 2
C -5.054 5.298 1.230
C -3.711 5.866 1.773
N -2.768 4.685 2.186
C -1.547 5.336 2.881
C -3.471 3.814 3.258
C -4.137 4.569 4.453
C -2.346 3.736 1.014
C -1.770 4.519 -0.157
O -0.565 5.342 0.037
C 0.668 4.597 -0.021
H -5.543 4.755 2.039
H -4.943 4.677 0.341
H -5.792 6.005 0.851
H -3.876 6.518 2.631
H -3.101 6.478 1.108
H -1.767 6.040 3.684
H -1.075 5.987 2.146
H -0.980 4.543 3.369
H -2.616 3.237 3.609
H -4.213 3.218 2.726
H -4.969 5.237 4.230
H -3.470 5.193 5.049
H -4.543 3.744 5.038
H -3.130 3.108 0.592
H -1.667 3.012 1.464
H -2.553 5.216 -0.457
H -1.726 3.955 -1.089
H 0.972 4.076 -0.929
H 0.605 3.910 0.823
H 1.452 5.314 0.223
C -2.532 -3.204 -0.608
C -3.144 -4.052 0.554
N -2.180 -4.231 1.805
C -2.709 -5.355 2.646
C -0.693 -4.413 1.571
C -0.311 -5.570 0.727
C -2.312 -2.881 2.669
C -1.614 -2.841 4.038
O -0.183 -2.678 3.971
C 0.401 -2.305 5.234
H -1.808 -2.501 -0.196
H -3.288 -2.545 -1.033
H -1.992 -3.740 -1.389
H -3.541 -4.994 0.177
H -4.062 -3.572 0.894
H -3.756 -5.203 2.908
H -2.021 -5.516 3.476
H -2.643 -6.226 1.994
H -0.243 -4.545 2.555
H -0.358 -3.493 1.091
H -0.173 -6.466 1.333
H 0.730 -5.426 0.438
H -0.915 -5.735 -0.164
H -3.386 -2.835 2.848
H -1.853 -2.148 2.005
H -1.843 -3.755 4.586
H -2.257 -2.079 4.479
H 1.076 -1.452 5.165
H 0.903 -3.183 5.641
H -0.282 -2.040 6.041
C 4.723 0.919 -3.802
C 4.057 0.318 -5.038
O 4.676 0.417 -6.111
N 2.550 0.022 -4.840
H 2.469 -0.570 -4.026
H 2.120 0.837 -4.425
C 1.757 -0.541 -6.009
H 5.792 0.864 -4.009
H 4.380 0.540 -2.839
H 4.492 1.976 -3.668
H 0.745 -0.625 -5.611
H 2.067 -1.574 -6.170
H 1.856 0.236 -6.767
C 1.800 -1.467 1.252
C 0.933 -0.706 0.336
O -0.268 -0.649 0.352
N 1.675 0.012 -0.744
H 2.513 0.418 -0.352
H 1.956 -0.667 -1.437
C 0.754 1.064 -1.454
H 2.054 -2.395 0.740
H 1.389 -1.675 2.241
H 2.741 -0.934 1.384
H -0.107 0.614 -1.949
H 1.528 1.481 -2.098
H 0.434 1.699 -0.627
N 4.065 0.841 0.139
S 4.844 2.125 0.195
O 5.443 2.621 -1.015
O 5.565 2.388 1.434
F 3.566 3.007 0.479
S 5.447 -0.145 0.280
O 5.975 -0.624 1.543
O 6.517 0.041 -0.697
F 4.718 -1.473 -0.171
N -5.040 2.007 -0.813
S -4.831 2.637 -2.185
O -5.179 1.871 -3.378
O -3.720 3.597 -2.246
F -6.133 3.629 -2.070
S -3.890 0.800 -1.157
O -2.504 1.188 -1.371
O -4.401 -0.323 -1.961
F -3.815 0.108 0.333
N 3.039 -6.175 3.602
S 4.023 -5.120 3.051
O 3.343 -4.040 2.360
O 5.343 -5.511 2.593
F 4.371 -4.472 4.493
S 3.050 -7.148 2.248
O 4.034 -8.274 2.240
O 2.625 -6.506 1.009
F 1.718 -8.016 2.716
N 1.424 2.434 -4.308
S 0.010 2.828 -4.403
O -0.503 3.184 -5.741
O -0.495 3.501 -3.206
F -0.620 1.283 -4.338
S 2.206 3.998 -4.543
O 1.401 5.207 -4.699
O 3.421 3.892 -5.388
F 2.742 4.260 -3.098
N 2.148 -1.812 -2.825
S 3.107 -3.056 -2.710
O 3.304 -3.743 -3.985
O 3.260 -3.865 -1.520
F 4.482 -2.206 -2.740
S 0.806 -2.889 -2.945
O 0.355 -3.496 -1.715
O 0.576 -3.484 -4.268
F -0.254 -1.687 -3.099
*
```

Gap between HOMO and LUMO (spin up / spin down)   0.0703 / 0.2251 hartree
<S²>   0.75
Maximum force   10.1 eV/Å
E_tot   -221788.6539 eV
LUMO level (spin up / spin down)   1.9757 / 1.9753 eV

---

The following is a DFT calculation (the ωB97M-V functional and the def2-TZVPD basis) of a 6-piece molecular cluster, C22H57N2O10S7Si overall at a distorted geometry.

```
! RIJCOSX wB97M-V def2-TZVPD def2/J DEFGRID3
* xyz 1 1
C 1.120 -4.140 0.950
C 2.707 -3.737 1.291
C 2.842 -2.160 1.714
O 1.578 -1.579 2.267
C 1.007 -0.586 1.343
O 0.952 -0.726 -0.009
C 0.307 0.809 1.923
S -1.225 1.334 0.976
N -2.116 -0.091 0.384
N -2.090 0.046 -1.023
C -3.555 0.116 0.794
C -4.406 -1.311 0.994
O -4.627 -2.046 -0.247
Si -3.499 -3.317 -0.576
C -4.561 -4.890 -1.086
C -2.349 -3.886 0.841
C -2.339 -2.998 -2.129
O 3.658 -4.201 0.272
C 3.526 -3.482 -1.002
O 2.530 -3.588 -1.886
C 4.771 -2.459 -1.449
S 4.221 -0.691 -1.732
H 1.203 -4.922 0.052
H 0.491 -3.231 0.564
H 0.633 -4.730 1.843
H 2.955 -4.363 2.277
H 3.611 -2.124 2.627
H 3.289 -1.456 0.894
H 0.149 0.779 3.102
H 1.116 1.666 1.746
H -1.683 -0.981 0.715
H -3.019 -0.258 -1.413
H -1.298 -0.498 -1.430
H -4.147 0.902 0.140
H -3.523 0.590 1.890
H -5.486 -0.937 1.346
H -3.991 -1.926 1.897
H -5.275 -4.492 -1.949
H -3.904 -5.744 -1.544
H -5.256 -5.243 -0.194
H -1.591 -4.683 0.395
H -3.013 -4.455 1.643
H -1.775 -3.043 1.416
H -2.381 -3.964 -2.829
H -2.642 -2.044 -2.735
H -1.215 -2.946 -1.752
H 5.119 -2.873 -2.514
H 5.720 -2.576 -0.753
H 4.322 -0.367 -3.100
C 0.163 2.725 -1.910
S 0.308 4.375 -1.183
O -1.021 5.053 -1.336
C 1.409 5.043 -2.452
H -0.520 2.134 -1.295
H -0.235 2.796 -2.925
H 1.144 2.244 -1.924
H 0.935 4.973 -3.434
H 2.350 4.488 -2.449
H 1.608 6.093 -2.221
C -4.257 3.455 2.980
S -5.009 2.133 3.960
O -5.431 1.052 3.011
C -6.492 3.061 4.421
H -3.322 3.083 2.555
H -4.930 3.750 2.171
H -4.045 4.312 3.624
H -7.028 3.380 3.523
H -6.208 3.931 5.018
H -7.138 2.411 5.015
C -2.788 -7.473 -4.485
S -2.914 -5.702 -4.836
O -4.168 -5.201 -4.182
C -3.257 -5.885 -6.603
H -2.611 -7.602 -3.415
H -3.718 -7.976 -4.761
H -1.951 -7.897 -5.044
H -4.158 -6.486 -6.749
H -2.405 -6.361 -7.093
H -3.411 -4.891 -7.031
C 4.471 1.272 0.707
S 4.042 1.848 2.368
O 2.684 2.480 2.288
C 5.260 3.184 2.423
H 3.801 0.451 0.441
H 4.351 2.084 -0.014
H 5.503 0.913 0.700
H 5.092 3.879 1.597
H 6.267 2.763 2.361
H 5.150 3.715 3.372
C 6.691 8.387 1.139
S 5.939 7.066 2.119
O 5.517 5.984 1.169
C 4.456 7.994 2.579
H 7.626 8.015 0.714
H 6.018 8.682 0.330
H 6.903 9.244 1.782
H 3.920 8.313 1.682
H 4.740 8.864 3.176
H 3.810 7.343 3.174
*
```

Gap between HOMO and LUMO   0.2949 hartree
Energy above the lowest of the compared OMol25 structures with the same formula, charge and spin   4.6577 eV
Maximum force   8.7 eV/Å
E_tot   -130900.2958 eV
LUMO level   -2.5713 eV

---

The following is a DFT calculation (the ωB97M-V functional and the def2-TZVPD basis) of a 5-piece molecular cluster, C22H57N3O10 overall at a distorted geometry.

```
! RIJCOSX wB97M-V def2-TZVPD def2/J DEFGRID3
* xyz 0 1
C 3.601 8.036 -0.326
O 2.271 7.808 0.058
C 1.428 7.475 -1.023
C 1.490 6.042 -1.516
N 0.772 5.019 -0.749
C 1.346 4.813 0.588
C 0.348 4.124 1.508
O 0.842 3.999 2.825
C 1.672 2.900 3.011
H 3.680 8.744 -1.151
H 4.098 7.086 -0.568
H 4.113 8.381 0.573
H 1.574 8.162 -1.877
H 0.400 7.761 -0.755
H 2.538 5.716 -1.548
H 1.137 6.004 -2.549
H -0.150 5.416 -0.556
H 1.830 5.678 1.053
H 2.212 4.129 0.497
H 0.150 3.137 1.074
H -0.568 4.713 1.559
H 1.226 1.950 2.667
H 1.861 2.728 4.072
H 2.643 3.007 2.511
C 0.861 -3.450 -5.683
O 0.256 -2.356 -5.037
C 0.293 -2.382 -3.643
C -1.060 -2.287 -2.976
N -1.637 -3.588 -2.690
C -2.725 -3.527 -1.739
C -3.089 -4.922 -1.246
O -4.285 -4.962 -0.497
C -5.458 -4.779 -1.245
H 0.172 -4.295 -5.785
H 1.742 -3.813 -5.137
H 1.217 -3.130 -6.661
H 0.928 -1.563 -3.263
H 0.821 -3.237 -3.185
H -1.739 -1.670 -3.572
H -0.929 -1.748 -2.018
H -0.924 -4.245 -2.401
H -3.562 -3.026 -2.228
H -2.442 -2.917 -0.864
H -2.307 -5.271 -0.573
H -3.205 -5.601 -2.102
H -5.669 -5.637 -1.893
H -5.422 -3.871 -1.851
H -6.265 -4.674 -0.522
C 5.503 -4.816 3.107
O 4.197 -4.285 3.208
C 3.404 -4.979 4.147
C 2.074 -4.259 4.278
N 1.138 -4.676 3.234
C 1.498 -4.274 1.867
C 0.296 -4.529 0.968
O -0.877 -3.873 1.396
C -0.812 -2.496 1.289
H 6.062 -4.684 4.036
H 5.972 -4.336 2.251
H 5.471 -5.888 2.858
H 3.927 -4.952 5.114
H 3.203 -6.013 3.843
H 2.292 -3.182 4.197
H 1.590 -4.470 5.230
H 0.208 -4.322 3.421
H 2.305 -4.919 1.523
H 1.789 -3.216 1.828
H 0.104 -5.599 0.934
H 0.568 -4.179 -0.043
H -0.576 -2.131 0.283
H -0.095 -2.020 1.987
H -1.737 -2.024 1.632
O -1.590 1.540 0.692
C -1.687 0.874 -0.544
C -0.400 0.982 -1.309
O 0.624 0.294 -0.557
H -1.151 0.954 1.316
H -2.129 -0.125 -0.495
H -2.408 1.428 -1.167
H -0.105 2.026 -1.424
H -0.464 0.510 -2.295
H 1.445 0.790 -0.593
O -4.822 4.934 0.877
C -3.862 3.948 0.516
C -2.937 4.478 -0.557
O -2.318 5.680 -0.139
H -5.702 4.633 0.642
H -3.233 3.769 1.394
H -4.310 2.994 0.235
H -3.490 4.643 -1.489
H -2.148 3.740 -0.708
H -2.907 6.156 0.457
*
```

SMILES string   COCCNCCOC.COCCNCCOC.COCCNCCOC.OCCO.OCCO
Gap between HOMO and LUMO   0.3332 hartree
Energy above the lowest of the compared OMol25 structures with the same formula, charge and spin   0.1374 eV
Maximum force   1.9 eV/Å
E_tot   -48678.0187 eV
LUMO level   0.4757 eV

---

> Look up the E_tot of the second one.

-221788.6539 eV

---

> Among the records above, which one has the lowest maximum force?

C22H55N5O7Si2

---

> The lowest maximum force belongs to which entry?

C22H55N5O7Si2

---

> Look up the maximum force of the fourth one.

1.9 eV/Å